[1]
{"formula": "C15H30ClNO8S2", "method": "wB97M-V/def2-TZVPD", "symbols": ["C", "C", "C", "C", "N", "C", "O", "O", "C", "Cl", "C", "O", "O", "H", "H", "H", "H", "H", "H", "H", "H", "H", "H", "H", "H", "H", "H", "O", "S", "O", "C", "C", "C", "C", "H", "H", "H", "H", "H", "H", "H", "H", "O", "S", "O", "C", "C", "C", "C", "H", "H", "H", "H", "H", "H", "H", "H"], "coordinates": [[-0.13326, -3.27872, 0.50916], [-0.38155, -1.76375, 0.48721], [-1.44882, -1.46997, -0.55062], [-1.76251, 0.00298, -0.64676], [-2.42249, 0.56487, 0.56081], [-3.43227, -0.25751, 1.10917], [-3.52780, -0.38345, 2.25092], [-4.32271, -0.86377, 0.26849], [-4.88305, -2.04785, 0.77122], [-6.38774, -1.66877, 1.66916], [-5.20929, -2.95318, -0.41895], [-4.17314, -3.89083, -0.60097], [-3.63004, -3.61687, -1.87305], [0.53363, -3.54737, 1.31958], [-1.09603, -3.75936, 0.66780], [0.33662, -3.61523, -0.40730], [0.54565, -1.27716, 0.18634], [-0.68946, -1.47169, 1.48682], [-2.31539, -2.10869, -0.43829], [-1.00586, -1.75128, -1.50551], [-2.28695, 0.22370, -1.57845], [-0.79873, 0.49415, -0.73719], [-2.89055, 1.41941, 0.27330], [-4.20603, -2.59352, 1.41242], [-6.09030, -3.52164, -0.13710], [-5.39392, -2.37283, -1.30829], [-2.69583, -3.81305, -1.72614], [2.70987, -0.92693, 0.90046], [3.46930, -0.48918, 2.04257], [4.83269, -0.90608, 2.25047], [3.37363, 1.29485, 2.13080], [2.12348, 1.56448, 2.96188], [2.16634, 0.55898, 4.12028], [2.50714, -0.81265, 3.52410], [3.32134, 1.70886, 1.12601], [4.27152, 1.64839, 2.63755], [2.09669, 2.59288, 3.31860], [1.22995, 1.39426, 2.35667], [2.94107, 0.85430, 4.83141], [1.22153, 0.52683, 4.66089], [3.09869, -1.42043, 4.20415], [1.61072, -1.35460, 3.22651], [1.44269, 3.03075, -0.61406], [1.44566, 2.20045, -1.79237], [1.00981, 0.82768, -1.74469], [0.56973, 3.05523, -3.09688], [1.64470, 3.88533, -3.79149], [2.86742, 2.96666, -3.91452], [3.06927, 2.28658, -2.55447], [-0.23122, 3.65299, -2.66757], [0.15787, 2.30094, -3.76708], [1.30672, 4.24206, -4.76324], [1.89590, 4.75567, -3.18124], [2.67903, 2.21086, -4.67961], [3.75804, 3.51787, -4.21241], [3.46647, 1.27945, -2.65469], [3.71178, 2.87491, -1.90181]], "smiles": "CCCCNC(=O)O[C@@H](Cl)COO.O=S1(=O)CCCC1.O=S1(=O)CCCC1"}



[2]
{"formula": "C15H30IN3O3Si", "method": "wB97M-V/def2-TZVPD", "symbols": ["H", "N", "C", "C", "Si", "C", "C", "C", "C", "C", "C", "O", "C", "O", "C", "C", "C", "I", "C", "C", "H", "H", "H", "H", "H", "H", "H", "H", "H", "H", "H", "H", "H", "H", "H", "H", "H", "H", "H", "H", "H", "H", "H", "H", "H", "N", "C", "N", "O", "H", "H", "H", "H"], "coordinates": [[1.69503, -4.50919, 0.54626], [0.78798, -4.14682, 0.25352], [0.96379, -3.10052, -0.41087], [-0.15808, -2.29677, -1.00712], [-1.72882, -2.37637, 0.05712], [-1.69236, -1.21489, 1.56614], [-0.47662, -1.43218, 2.48659], [0.82671, -0.69824, 2.06888], [0.64010, 0.55752, 1.18637], [1.82825, 1.52375, 1.35991], [2.90678, 1.44745, 0.24743], [2.62314, 0.43229, -0.75119], [3.80611, -0.00749, -1.29216], [4.59779, 0.68399, -1.76205], [4.03477, -1.49416, -1.19583], [4.63470, -1.95150, -0.10141], [-3.31032, -1.96343, -0.95192], [-4.92051, -3.36386, -0.51992], [-3.79407, -0.53616, -0.73517], [-2.81676, 0.46869, -1.38339], [1.99205, -2.74767, -0.55664], [-0.39932, -2.78134, -1.96382], [0.13131, -1.27434, -1.25050], [-1.94869, -3.71845, 0.62394], [-2.57948, -1.51713, 2.13896], [-1.86686, -0.17594, 1.28338], [-0.25617, -2.50650, 2.46759], [-0.67820, -1.21015, 3.53540], [1.56886, -1.35502, 1.60184], [1.30158, -0.34965, 2.98913], [0.41741, 0.33661, 0.14632], [-0.23398, 1.08213, 1.58108], [1.43519, 2.54251, 1.34952], [2.34221, 1.39982, 2.31083], [3.06239, 2.44133, -0.17412], [3.85844, 1.18266, 0.71488], [3.69016, -2.18003, -1.96516], [5.48179, -2.62012, -0.19538], [4.25853, -1.64601, 0.87252], [-3.10106, -2.09501, -2.01589], [-4.77207, -0.34275, -1.18267], [-3.91388, -0.28071, 0.31870], [-2.84864, 0.33977, -2.46708], [-1.80857, 0.41972, -0.96990], [-3.17642, 1.46849, -1.15884], [-0.94929, 4.98107, -1.96638], [-1.61708, 4.43169, -0.91008], [-2.09756, 5.32874, 0.00066], [-1.77268, 3.22980, -0.78935], [-0.80974, 5.96636, -2.08558], [-0.58281, 4.34915, -2.65468], [-2.59414, 4.95796, 0.79003], [-1.98085, 6.32089, -0.07985]], "smiles": "[H]/N=C/C[Si@@H](CCCCCCOC(=O)C=C)[C@@H](I)CC.NC(N)=O"}



[3]
{"formula": "C15H30N2O5", "method": "wB97M-V/def2-TZVPD", "symbols": ["C", "C", "C", "N", "C", "C", "H", "H", "H", "H", "H", "C", "C", "C", "N", "C", "C", "H", "H", "H", "H", "H", "C", "O", "H", "H", "H", "H", "C", "O", "H", "H", "H", "H", "C", "O", "H", "H", "H", "H", "C", "O", "H", "H", "H", "H", "C", "O", "H", "H", "H", "H"], "coordinates": [[29.75456, 14.12690, 18.59158], [30.75099, 14.82672, 17.92431], [30.45255, 15.35896, 16.67881], [29.25062, 15.27391, 16.11523], [28.29720, 14.62081, 16.77230], [28.50177, 14.03219, 18.01651], [29.92821, 13.70891, 19.57568], [31.74745, 14.82807, 18.34622], [31.18454, 15.96182, 16.15248], [27.34260, 14.54547, 16.26412], [27.69477, 13.46457, 18.46182], [34.76387, 21.60088, 16.61140], [34.78096, 20.33334, 17.17082], [33.56935, 19.73099, 17.48367], [32.38442, 20.30089, 17.30451], [32.37184, 21.46891, 16.65736], [33.52706, 22.14426, 16.29760], [35.67506, 22.16127, 16.45018], [35.70947, 19.82606, 17.39216], [33.61028, 18.75135, 17.94852], [31.41984, 21.91875, 16.40082], [33.45079, 23.08129, 15.76182], [26.56295, 18.70411, 15.95288], [26.48505, 18.02802, 14.70961], [27.34265, 19.45544, 15.85651], [25.60674, 19.18820, 16.17619], [26.85562, 18.06441, 16.79243], [26.00695, 17.20600, 14.84423], [31.02622, 18.77769, 14.02575], [29.70535, 19.08666, 14.40131], [31.68147, 19.62854, 14.26610], [31.42020, 17.85760, 14.46981], [31.08805, 18.65706, 12.94319], [29.67111, 19.02044, 15.36756], [30.90003, 18.40451, 10.06770], [29.80234, 17.63739, 10.57493], [30.57548, 19.42059, 9.85294], [31.76922, 18.33636, 10.72030], [31.18609, 17.95490, 9.10994], [29.69673, 16.89319, 9.98031], [28.40403, 22.07615, 15.42451], [27.86728, 21.64270, 14.19691], [28.82919, 21.25522, 15.99977], [29.15348, 22.86740, 15.31350], [27.60733, 22.48281, 16.06721], [27.70705, 22.41952, 13.65629], [29.76565, 18.28097, 18.47524], [30.01055, 18.75521, 17.17177], [30.64982, 17.81880, 18.94002], [29.45116, 19.09115, 19.14026], [29.03296, 17.47409, 18.50694], [30.70564, 19.43398, 17.26981]], "smiles": "c1ccncc1.c1ccncc1.CO.CO.CO.CO.CO", "relative_energy_kcal_mol": 95.9}



[4]
{"formula": "C15H31BCl20FOS", "method": "wB97M-V/def2-TZVPD", "symbols": ["O", "C", "F", "C", "B", "C", "C", "C", "S", "H", "H", "H", "H", "H", "H", "H", "H", "H", "H", "H", "C", "Cl", "Cl", "H", "H", "C", "Cl", "Cl", "H", "H", "C", "Cl", "Cl", "H", "H", "C", "Cl", "Cl", "H", "H", "C", "Cl", "Cl", "H", "H", "C", "Cl", "Cl", "H", "H", "C", "Cl", "Cl", "H", "H", "C", "Cl", "Cl", "H", "H", "C", "Cl", "Cl", "H", "H", "C", "Cl", "Cl", "H", "H"], "coordinates": [[-1.03241, -1.76292, 1.18965], [-1.07056, -0.70781, 1.72609], [-1.42105, -0.73611, 3.08949], [-0.85259, 0.67647, 1.23114], [-0.16277, 0.82211, -0.26784], [1.51533, 0.82977, -0.24121], [2.16044, 0.50454, 1.11201], [2.30555, 1.76953, 1.96658], [2.32505, 1.46435, 3.77149], [-1.86345, 1.08865, 1.14388], [-0.36931, 1.25392, 2.02407], [-0.54806, -0.05026, -1.03902], [-0.57987, 1.88473, -0.73769], [1.88176, 0.11846, -0.98891], [1.86028, 1.82391, -0.56019], [3.18445, 0.13673, 0.95266], [1.63573, -0.26944, 1.67589], [3.23329, 2.29029, 1.72856], [1.46151, 2.42599, 1.76787], [1.02968, 1.71847, 3.98651], [-4.75699, 1.14077, 3.03095], [-5.43721, 1.88857, 1.56894], [-3.19332, 1.80464, 3.47413], [-5.46291, 1.27989, 3.84044], [-4.57887, 0.09553, 2.81243], [-0.76054, 2.73185, 6.72227], [-2.08729, 1.62063, 7.08483], [-0.95602, 3.57992, 5.18713], [-0.71851, 3.47174, 7.51225], [0.15935, 2.16043, 6.67570], [6.06905, -1.08166, -0.21582], [5.26710, -0.08112, -1.43290], [6.24654, -0.23469, 1.32369], [5.46607, -1.96755, -0.05498], [7.05493, -1.34665, -0.57858], [2.18005, 5.46046, 1.37642], [1.83613, 5.32778, 3.10916], [0.84419, 4.89052, 0.38164], [2.36628, 6.50273, 1.14654], [3.05002, 4.85156, 1.15875], [-5.06038, -3.62704, 2.09913], [-6.04285, -4.10317, 3.49223], [-5.20654, -1.90520, 1.73488], [-4.01978, -3.84230, 2.31210], [-5.40701, -4.18970, 1.24294], [5.34547, -1.01173, -4.91547], [3.86802, -1.96713, -4.84651], [5.43375, -0.02834, -6.39214], [5.37042, -0.34974, -4.06037], [6.19549, -1.68338, -4.90462], [-2.18989, 3.82857, -3.70780], [-1.72596, 2.52949, -4.82290], [-1.09878, 3.96523, -2.33535], [-2.18373, 4.75852, -4.26405], [-3.18264, 3.60887, -3.33326], [-5.53498, -3.01446, -2.00345], [-6.88841, -2.76350, -3.11293], [-5.31601, -4.73044, -1.60354], [-4.62721, -2.66033, -2.47645], [-5.73250, -2.47082, -1.08911], [-5.95517, -7.87638, 2.38639], [-7.03476, -9.27721, 2.31113], [-6.01860, -6.89611, 0.91962], [-6.25733, -7.25311, 3.21964], [-4.94115, -8.23456, 2.51492], [8.09993, 0.26619, -9.13024], [7.55808, 1.17757, -10.54535], [9.76874, 0.65119, -8.68512], [7.45744, 0.51213, -8.29456], [8.04530, -0.78982, -9.36377]], "total_charge": -1}



| no. | highest occupied orbital energy (eV) | HOMO-LUMO gap (Eh) |
| --- | --- | --- |
| 1 | -9.660 | 0.36720 |
| 2 | -8.693 | 0.33473 |
| 3 | -8.905 | 0.34821 |
| 4 | -5.124 | 0.25979 |